1.
8
Properties=species:S:1:pos:R:3:nbo_charge:R:1 method="wB97M-V/def2-TZVPD" max_force_ev_per_a=6.05 e_tot_ev=-11439.5180 homo_lumo_gap_ev=9.93 e_lumo_ha=0.0196
C -0.31405 0.61510 -0.00954 -0.479
C -0.17333 -0.84449 0.14424 -0.686
P 1.44065 0.12527 0.08420 0.447
H -0.58524 1.26259 -0.75163 0.204
H -0.80113 1.22666 1.58625 0.078
H -0.60182 -1.09773 1.09121 0.249
H -0.44003 -1.43715 -0.73258 0.234
H 1.47494 0.14973 -1.41214 -0.048

=====

2.
78
Properties=species:S:1:pos:R:3:lowdin_charge:R:1 method="wB97M-V/def2-TZVPD" max_force_ev_per_a=4.97 smiles="CCCCO[C@@H]1C(=O)O[C@](B(C)O)(N(C)C(C)=O)[C@]1(CCO)OC[C@@H](C)CC(C)C.BrCCBr" e_tot_ev=-181144.0571 homo_lumo_gap_ev=9.82 e_lumo_ha=0.0095
C -2.17569 2.64952 4.05121 -0.125
C -0.87040 3.59719 3.90342 -0.244
C -0.36158 3.60391 2.38411 -0.166
C 0.74714 2.44541 2.12833 -0.182
O 0.75442 2.22122 0.69628 -0.152
C 1.67567 1.18231 0.30461 -0.127
C 3.07898 1.81901 -0.22550 -0.267
O 3.65431 2.85196 0.16470 0.105
O 3.42460 0.90749 -1.25741 -0.035
C 2.46848 -0.12210 -1.74097 -0.186
B 3.38589 -1.48378 -1.48708 -0.344
C 4.84631 -1.48986 -0.79298 -0.002
O 2.85283 -2.78830 -1.86531 0.073
N 2.26015 0.22679 -3.16819 -0.036
C 2.50245 1.66043 -3.49596 -0.060
C 3.03533 -0.58350 -4.11413 -0.371
C 2.35606 -1.86696 -4.83784 -0.001
O 4.22036 -0.33784 -4.48890 0.057
C 1.20887 0.02455 -0.70285 -0.240
C 1.08099 -1.23105 0.33676 -0.043
C -0.22304 -0.99805 1.28288 -0.192
O 0.10444 -1.28446 2.68379 -0.126
O -0.12071 0.01295 -1.23641 -0.103
C -0.48151 1.20847 -1.96349 -0.137
C -2.00819 1.56094 -1.52279 -0.307
C -2.36563 3.11507 -1.66367 -0.085
C -3.09033 0.56878 -2.21132 -0.133
C -3.37319 -0.74004 -1.28748 -0.369
C -4.96028 -0.82267 -0.98699 -0.110
C -2.92818 -2.10436 -2.04624 -0.091
H -2.57261 2.66714 5.12176 0.074
H -2.98551 2.93918 3.28892 0.080
H -1.85160 1.57310 3.80017 0.062
H -0.00663 3.18631 4.54255 0.112
H -1.15012 4.65434 4.22172 0.103
H -1.22024 3.34677 1.65297 0.106
H 0.05409 4.61494 2.03088 0.121
H 0.41262 1.46681 2.63722 0.118
H 1.78670 2.75841 2.48380 0.142
H 2.02872 0.79884 1.33946 0.166
H 4.84397 -0.79265 0.11039 0.078
H 5.71384 -1.32390 -1.51352 0.092
H 4.99532 -2.55432 -0.36420 0.086
H 1.93966 -2.57644 -2.18724 0.086
H 2.00830 2.40991 -2.79795 0.097
H 3.59571 1.96099 -3.60113 0.110
H 2.02784 1.83960 -4.53618 0.117
H 1.41051 -2.17964 -4.28474 0.077
H 3.12393 -2.70438 -4.87273 0.096
H 2.13644 -1.51657 -5.91544 0.102
H 0.85057 -2.21672 -0.21847 0.129
H 1.95958 -1.31063 1.05417 0.138
H -0.60972 0.07376 1.25264 0.111
H -1.07736 -1.68330 0.96583 0.118
H -0.64261 -0.94115 3.21924 0.080
H 0.16519 2.12387 -1.76936 0.123
H -0.52336 0.91633 -3.08198 0.139
H -2.05574 1.31558 -0.39253 0.127
H -1.71580 3.73120 -0.96023 0.075
H -3.45928 3.24047 -1.32225 0.084
H -2.31595 3.42790 -2.75849 0.086
H -4.05414 1.19009 -2.33932 0.112
H -2.67473 0.23984 -3.22016 0.102
H -2.76248 -0.71875 -0.30947 0.106
H -5.31055 0.13515 -0.46421 0.082
H -5.49130 -0.95607 -1.99339 0.087
H -5.14616 -1.76073 -0.36787 0.076
H -2.03754 -2.61694 -1.54305 0.067
H -2.68927 -1.90652 -3.15445 0.076
H -3.82632 -2.80929 -2.01753 0.068
Br 0.42819 -5.27516 6.95396 0.599
C -0.26101 -4.97836 5.15450 -0.695
C -0.52491 -3.51505 4.90309 -0.714
Br -2.17061 -2.93283 5.77349 0.599
H -1.14898 -5.60124 5.04760 0.052
H 0.51911 -5.34807 4.48735 0.059
H -0.68616 -3.33020 3.84065 0.037
H 0.27186 -2.86466 5.26294 0.054

=====

3.
14
Properties=species:S:1:pos:R:3:nbo_charge:R:1 method="wB97M-V/def2-TZVPD" max_force_ev_per_a=4.08 smiles="C=NSC(=O)N(C)O" e_tot_ev=-21114.9585 homo_lumo_gap_ev=9.94 e_lumo_ha=0.0155
C -3.01701 0.39969 0.14047 -0.043
N -2.70227 -0.81714 0.03803 -0.531
S -1.03904 -1.56996 -0.06229 0.398
C -0.02024 -0.11926 -0.15745 0.455
O -0.42336 1.06922 -0.39627 -0.648
N 1.29514 -0.42101 -0.21220 -0.179
C 2.21044 0.62222 0.22826 -0.451
O 1.61872 -1.80428 0.08194 -0.536
H -2.50761 1.31029 -0.06835 0.206
H -4.14273 0.60597 0.31848 0.164
H 3.22555 0.67692 -0.32634 0.211
H 2.43671 0.62692 1.23321 0.199
H 1.56669 1.59102 0.07403 0.269
H 1.49903 -2.17061 -0.89152 0.487

=====

4.
37
Properties=species:S:1:pos:R:3:nbo_charge:R:1 method="wB97M-V/def2-TZVPD" max_force_ev_per_a=7.30 e_tot_ev=-24293.3746 homo_lumo_gap_ev=4.77 total_charge=+3 e_lumo_ha=-0.4326
Tl 1.72331 -0.07492 -2.09058 0.954
C -0.18805 -2.24001 0.84396 0.105
C -1.68665 -2.34194 1.03484 -0.237
C -2.51989 -2.26263 0.03360 -0.026
C -1.92950 -2.73269 -1.29094 -0.571
C -0.39491 -2.46935 -1.51658 0.100
C 0.34326 -2.36367 -0.37357 -0.374
H 0.43635 -2.24939 1.66075 0.247
H -2.06329 -2.18185 2.07999 0.262
H -2.15766 -3.83230 -1.40747 0.373
H -2.33743 -2.35293 -2.44034 0.315
H -0.00206 -2.75836 -2.44966 0.248
H 1.37996 -2.45744 -0.63575 0.278
H -3.41917 -1.88407 0.43421 0.270
N 7.82772 -1.85521 -2.09821 -0.724
C 6.55255 -1.76270 -2.42732 0.666
N 6.18118 -1.12377 -3.59359 -0.789
N 5.70465 -2.41971 -1.57670 -0.628
C 4.41494 -2.45760 -1.92558 0.563
N 3.28135 -2.37895 -2.13741 -0.720
H 8.56935 -1.32742 -2.55012 0.426
H 8.01981 -2.38594 -1.29841 0.434
H 6.92105 -0.57335 -4.06831 0.429
H 5.42261 -1.46314 -3.98132 0.397
N -3.82678 3.37639 1.08180 -0.658
C -3.54789 4.60178 2.00092 -0.251
C -3.50863 4.10496 3.51232 -0.275
N -4.45929 2.95867 3.63007 -0.871
H -4.50775 4.59372 -0.55055 0.473
H -4.49871 2.63914 1.27560 0.436
H -2.95267 2.84352 1.04536 0.397
H -4.34448 5.32593 2.07952 0.243
H -2.54278 4.98604 1.61404 0.238
H -3.77440 4.90961 4.27892 0.234
H -2.46840 4.00900 3.89553 0.229
H -4.29417 2.17414 4.25732 0.415
H -5.35354 3.42641 3.65366 0.390

=====

5.
97
Properties=species:S:1:pos:R:3:nbo_charge:R:1 method="wB97M-V/def2-TZVPD" multiplicity=3 max_force_ev_per_a=1.54 e_tot_ev=-114661.7505 homo_lumo_gap_ev="6.45 / 6.42" e_lumo_ha="-0.0058 / -0.0056"
Ni -0.37069 0.23209 0.53127 1.330
C 2.51984 -2.96464 0.78862 -0.273
C 1.95990 -1.69732 0.60606 0.053
N 0.68271 -1.44002 0.80229 -0.512
C -0.12257 -2.44466 1.24835 0.200
C 0.34830 -3.77242 1.40854 -0.103
C 1.71694 -4.00810 1.16902 -0.118
C -0.56562 -4.79146 1.74988 -0.272
C -1.89578 -4.48668 1.89775 -0.156
C -2.37067 -3.17438 1.79568 -0.335
C -1.50339 -2.11558 1.51745 0.259
N -1.78272 -0.80218 1.38324 -0.724
C -2.91092 -0.11112 1.64955 0.179
C -4.04271 -0.52575 2.35485 -0.304
C -5.12928 0.33516 2.54587 -0.172
C -5.12738 1.62112 2.06905 -0.258
C -3.98867 2.11373 1.39756 -0.093
C -3.88819 3.43857 0.92595 -0.132
C -2.73892 3.84084 0.29990 -0.257
C -1.68729 2.93097 0.14178 0.052
N -1.73800 1.68822 0.57297 -0.511
C -2.87740 1.25860 1.18983 0.198
H 3.57485 -3.11331 0.60076 0.224
H 2.56960 -0.86734 0.26531 0.220
H 2.11318 -5.01044 1.27555 0.217
H -0.20836 -5.80646 1.87188 0.210
H -2.60025 -5.28398 2.10075 0.211
H -3.42821 -2.99214 1.90439 0.215
H -4.07087 -1.50755 2.80081 0.214
H -5.99379 -0.02674 3.08890 0.212
H -5.97772 2.27395 2.22211 0.209
H -4.71809 4.12040 1.06574 0.217
H -2.62715 4.85164 -0.06801 0.223
H -0.77430 3.23113 -0.35548 0.226
C 3.39177 -1.11499 -3.28177 -0.402
N 2.10233 -0.53675 -3.57712 -0.461
C 2.04577 0.26622 -4.77659 -0.399
C 1.29428 -0.11807 -2.44962 -0.241
C 1.75965 1.01481 -1.54374 0.010
C 2.84368 1.79617 -1.94247 -0.273
C 3.31424 2.84675 -1.17029 -0.231
C 2.66468 3.14349 0.01264 -0.273
C 1.57187 2.37343 0.40483 -0.214
C 1.08599 1.27344 -0.32153 -0.527
H 3.71367 -1.72286 -4.13196 0.191
H 3.29915 -1.76215 -2.40686 0.193
H 4.18657 -0.38181 -3.07891 0.167
H 2.40399 -0.32748 -5.62186 0.192
H 2.64423 1.18931 -4.74177 0.162
H 1.00867 0.54589 -4.97113 0.199
H 1.13847 -1.00167 -1.82526 0.189
H 0.32001 0.15915 -2.85010 0.199
H 3.33852 1.59223 -2.88402 0.197
H 4.16779 3.42702 -1.49978 0.202
H 3.00072 3.97114 0.63034 0.198
H 1.07572 2.66764 1.32533 0.175
S -4.18787 -2.21273 -4.84543 0.253
C -3.22734 -1.58068 -3.47513 -0.138
C -2.35740 -2.41058 -2.78456 -0.252
C -1.59758 -1.87132 -1.76173 0.057
N -1.64909 -0.58929 -1.39995 -0.451
C -2.49519 0.19456 -2.06610 0.030
C -3.30408 -0.24833 -3.09857 -0.203
C -3.03577 -1.68758 -6.11751 -0.130
C -3.15840 -0.43857 -6.70694 -0.264
C -2.20301 -0.05962 -7.63943 0.040
N -1.18302 -0.83172 -8.00005 -0.406
C -1.08756 -2.03172 -7.43753 0.043
C -1.98581 -2.51126 -6.49430 -0.260
H -2.25811 -3.45366 -3.05138 0.232
H -0.90489 -2.50622 -1.22554 0.205
H -2.52104 1.23748 -1.77252 0.204
H -3.96997 0.43498 -3.60738 0.221
H -3.97390 0.22032 -6.44264 0.228
H -2.25626 0.91215 -8.11841 0.197
H -0.24701 -2.63963 -7.75457 0.197
H -1.86803 -3.49314 -6.05741 0.230
N 7.11015 2.71613 7.93853 -0.295
C 6.14995 2.43962 7.37042 0.273
C 4.96746 2.10250 6.64627 -0.195
C 3.74090 1.96337 7.29321 -0.139
C 2.60410 1.65489 6.57459 -0.247
C 2.66486 1.48415 5.19384 0.269
C 3.89346 1.61872 4.54569 -0.258
C 5.03080 1.91994 5.26351 -0.124
N 1.49815 1.19694 4.45644 -0.381
C 0.18912 1.28151 4.89295 -0.092
C -0.58731 0.97984 3.81905 -0.067
N 0.20632 0.71174 2.73101 -0.490
C 1.43807 0.84629 3.14136 0.212
H 3.68605 2.09755 8.36470 0.233
H 1.66471 1.54138 7.09602 0.223
H 3.96433 1.50706 3.47366 0.232
H 5.98016 2.02499 4.75679 0.233
H -0.08611 1.54913 5.89612 0.222
H -1.66314 0.94142 3.76881 0.229
H 2.30113 0.69435 2.51759 0.223

=====

6.
88
Properties=species:S:1:pos:R:3:lowdin_spin:R:1 method="wB97M-V/def2-TZVPD" multiplicity=5 max_force_ev_per_a=3.50 e_tot_ev=-101583.4513 homo_lumo_gap_ev="6.18 / 5.15" total_charge=+2 e_lumo_ha="-0.1673 / -0.3062"
P -1.37899 -0.88461 -2.06477 0.015
C -3.13416 -0.92248 -2.63383 0.002
C -3.54086 -0.16283 -3.75331 0.001
H -2.87735 0.60137 -4.15668 0.000
C -4.74426 -0.42703 -4.41158 0.000
H -5.00001 0.14910 -5.30388 0.000
C -5.60419 -1.41523 -3.94518 0.000
H -6.55139 -1.61280 -4.45850 0.000
C -5.24564 -2.14372 -2.80016 0.000
H -5.92195 -2.91646 -2.43748 0.000
C -4.02870 -1.89895 -2.14339 0.000
H -3.75402 -2.50087 -1.27237 0.000
C -0.71727 0.54889 -2.94324 0.001
C -1.02393 1.82061 -2.43768 0.000
H -1.47997 1.91819 -1.45055 0.000
C -0.78697 2.95226 -3.22516 0.000
H -1.04444 3.93464 -2.83320 0.000
C -0.23889 2.81179 -4.50432 0.000
H -0.06192 3.69734 -5.11850 0.000
C 0.07937 1.54801 -4.99371 0.000
H 0.50308 1.42313 -5.99091 0.000
C -0.14282 0.41595 -4.21525 0.000
H 0.08463 -0.57841 -4.59789 0.000
C -0.73399 -2.29966 -3.01786 0.004
C -1.39889 -2.77443 -4.17185 0.001
H -2.42581 -2.46477 -4.37882 0.000
C -0.74381 -3.60356 -5.07950 0.000
H -1.27012 -3.92043 -5.98485 0.000
C 0.56238 -4.01706 -4.83523 0.000
H 1.08005 -4.65135 -5.55916 0.000
C 1.20820 -3.60842 -3.65932 0.000
H 2.23050 -3.93200 -3.46733 0.000
C 0.56428 -2.77080 -2.73640 0.000
H 1.05940 -2.47259 -1.80716 0.000
Ru -0.04237 0.00919 2.76848 2.148
C 1.69477 0.90801 2.47255 0.014
C 2.04492 1.26079 1.20950 0.026
H 2.39621 1.20115 3.28228 0.007
C 1.15733 0.86231 0.04631 0.008
O 1.97909 0.12256 -0.89247 0.006
H 1.47852 0.01285 -1.73322 0.000
C -0.04164 -0.00512 0.42639 0.114
H 0.70137 1.79703 -0.37004 0.000
C -1.00852 -0.56413 -0.34764 0.059
Cl -2.11604 -1.19449 2.75914 0.102
P 1.03690 -1.96585 3.29836 0.159
P -1.28930 1.87753 3.23329 0.156
C 0.41577 -3.06969 4.59809 0.009
H -0.68239 -3.02165 4.61264 0.002
H 0.79414 -2.74499 5.57881 0.001
H 0.74348 -4.10168 4.39705 0.002
C 0.95347 -2.91352 1.75324 0.052
H 1.42444 -2.34110 0.94514 0.000
H -0.10413 -3.06630 1.50784 0.000
H 1.45588 -3.88188 1.87023 0.010
C 2.79930 -1.81371 3.71696 0.019
H 2.89603 -1.32359 4.69324 0.006
H 3.31654 -1.20537 2.96653 0.000
H 3.26603 -2.80587 3.76406 0.003
C -2.05050 2.06190 4.87608 0.019
H -1.28185 2.35002 5.60478 0.009
H -2.48128 1.10161 5.18197 0.000
H -2.83811 2.82529 4.84220 0.002
C -0.32927 3.41059 3.06907 0.026
H 0.23501 3.39553 2.13005 0.000
H 0.37895 3.47315 3.90272 0.001
H -0.99247 4.28451 3.08579 0.005
C -2.69415 2.04063 2.08890 0.034
H -3.36458 1.18844 2.24994 0.000
H -2.33769 2.01314 1.05324 0.000
H -3.22396 2.98428 2.27114 0.007
P 3.71251 1.97274 0.99348 0.002
C 4.35958 2.73727 2.49216 0.001
C 3.55206 3.21214 -0.29541 0.000
H 4.52695 1.97923 3.26423 0.000
H 3.66477 3.49132 2.87950 0.000
H 5.31915 3.22444 2.28040 0.000
H 2.97421 2.78962 -1.12444 0.000
H 4.54089 3.51235 -0.66037 0.000
H 3.03761 4.09927 0.09017 0.000
C 4.82135 0.67961 0.42750 0.001
H 5.21250 0.11885 1.28690 0.000
H 5.65533 1.13349 -0.12816 0.000
H 4.23738 0.01854 -0.22709 0.000
H -1.86863 -0.83559 0.23068 0.007
S 0.52810 0.31801 5.14306 0.634
C -0.63724 -0.47144 6.06398 0.071
N -1.44795 -0.98424 6.75978 0.246

=====

7.
19
Properties=species:S:1:pos:R:3:nbo_charge:R:1 method="wB97M-V/def2-TZVPD" max_force_ev_per_a=0.63 smiles=CC[C@@H](C)CN e_tot_ev=-6886.0499 homo_lumo_gap_ev=10.40 e_lumo_ha=0.0447
C 1.67515 -1.30059 0.93432 -0.608
C 0.25882 -0.74693 0.85157 -0.399
C 0.06441 0.29295 -0.27203 -0.218
C 0.41117 -0.28048 -1.64913 -0.609
C -1.38078 0.82960 -0.28811 -0.205
N -1.66777 1.64173 0.89084 -0.836
H 1.85744 -2.03528 0.14369 0.200
H 1.82620 -1.80607 1.89371 0.210
H 2.42090 -0.50433 0.84908 0.199
H 0.01789 -0.28739 1.81738 0.217
H -0.44034 -1.58203 0.71809 0.193
H 0.74687 1.13378 -0.08749 0.187
H 1.46758 -0.56069 -1.70760 0.211
H 0.23461 0.46461 -2.43285 0.207
H -0.19308 -1.16411 -1.87768 0.202
H -1.54784 1.44363 -1.18018 0.161
H -2.09211 -0.00325 -0.32786 0.184
H -1.04536 2.44850 0.90471 0.347
H -2.61376 2.01633 0.81955 0.354